ORCA calculation (wB97M-V/def2-TZVPD) on C29H66Cl12O4S4 as an isolated structure at a distorted geometry.

Atoms and positions in Å:
C (5.879, 1.854, 3.119)
S (7.612, 1.564, 2.458)
O (8.130, 0.168, 2.839)
C (7.241, 1.490, 0.635)
H (5.152, 1.295, 2.530)
H (5.920, 2.926, 2.922)
H (5.810, 1.653, 4.188)
H (7.675, 2.408, 0.238)
H (6.190, 1.447, 0.351)
H (7.898, 0.727, 0.216)
C (-1.203, -4.434, -0.098)
S (-2.853, -4.931, 0.640)
O (-2.866, -6.480, 0.772)
C (-2.535, -4.429, 2.379)
H (-1.200, -3.395, 0.231)
H (-1.175, -4.435, -1.188)
H (-0.373, -4.971, 0.363)
H (-2.435, -3.343, 2.368)
H (-1.656, -4.856, 2.861)
H (-3.460, -4.557, 2.940)
C (6.785, -4.962, 1.500)
S (6.595, -3.557, 2.657)
O (7.742, -2.535, 2.538)
C (5.060, -2.771, 1.914)
H (5.837, -5.436, 1.245)
H (7.543, -5.665, 1.844)
H (7.244, -4.565, 0.595)
H (5.260, -1.934, 1.245)
H (4.461, -2.455, 2.768)
H (4.605, -3.555, 1.308)
C (-3.488, -0.187, 2.676)
S (-4.700, 0.870, 1.837)
O (-5.866, -0.016, 1.352)
C (-5.377, 1.821, 3.255)
H (-3.227, -1.065, 2.085)
H (-3.963, -0.376, 3.639)
H (-2.670, 0.412, 3.078)
H (-5.766, 2.794, 2.954)
H (-4.640, 1.939, 4.050)
H (-6.092, 1.234, 3.831)
C (-5.223, -2.666, -2.240)
Cl (-4.044, -3.676, -3.131)
Cl (-6.716, -3.627, -1.841)
Cl (-4.461, -2.094, -0.746)
Cl (-5.651, -1.287, -3.227)
C (1.850, -1.638, 5.721)
Cl (2.452, -0.524, 4.613)
Cl (3.008, -1.947, 7.033)
Cl (0.359, -0.908, 6.361)
Cl (1.486, -3.167, 4.892)
C (3.011, 5.015, 0.683)
Cl (4.550, 5.881, 0.546)
Cl (1.810, 6.190, 1.125)
Cl (2.715, 4.336, -0.890)
Cl (3.114, 3.719, 1.939)
C (3.623, 1.530, -3.668)
C (2.714, 0.323, -3.980)
C (2.832, -0.763, -2.949)
C (4.152, -1.475, -2.869)
C (4.215, -2.636, -1.891)
C (5.430, -3.494, -1.905)
H (4.641, 1.233, -3.415)
H (3.334, 1.988, -2.722)
H (3.536, 2.323, -4.410)
H (1.673, 0.645, -4.023)
H (3.022, -0.043, -4.959)
H (1.971, -1.396, -3.160)
H (2.620, -0.304, -1.983)
H (4.306, -1.882, -3.868)
H (5.034, -0.881, -2.628)
H (4.050, -2.370, -0.847)
H (3.427, -3.360, -2.098)
H (6.342, -2.925, -1.722)
H (5.303, -4.323, -1.209)
H (5.529, -3.988, -2.871)
C (-10.333, 4.533, -2.277)
C (-8.906, 4.837, -1.906)
C (-7.916, 3.665, -1.955)
C (-6.482, 4.035, -1.396)
C (-5.611, 2.799, -1.375)
C (-4.121, 3.121, -1.212)
H (-10.298, 4.087, -3.271)
H (-10.969, 5.416, -2.200)
H (-10.749, 3.857, -1.529)
H (-8.483, 5.712, -2.399)
H (-8.919, 5.214, -0.884)
H (-7.748, 3.199, -2.926)
H (-8.314, 2.828, -1.382)
H (-5.907, 4.766, -1.963)
H (-6.658, 4.492, -0.422)
H (-5.793, 2.233, -0.461)
H (-5.721, 2.025, -2.134)
H (-3.582, 2.193, -1.025)
H (-3.755, 3.676, -2.076)
H (-3.882, 3.829, -0.418)
C (2.814, 0.408, 0.985)
C (1.387, 0.996, 0.661)
C (0.182, 0.025, 0.820)
C (-0.996, 0.166, -0.144)
C (-0.646, -0.533, -1.469)
C (-1.548, -0.482, -2.705)
H (3.046, -0.547, 0.513)
H (3.058, 0.489, 2.045)
H (3.509, 1.096, 0.503)
H (1.177, 1.939, 1.166)
H (1.324, 1.180, -0.411)
H (-0.266, 0.221, 1.794)
H (0.565, -0.994, 0.868)
H (-1.854, -0.319, 0.321)
H (-1.172, 1.191, -0.472)
H (0.240, 0.029, -1.762)
H (-0.394, -1.569, -1.241)
H (-2.456, -1.060, -2.533)
H (-1.914, 0.522, -2.915)
H (-1.017, -0.779, -3.610)

Atomic forces in eV per Å
C 1.4128 -0.0358 -0.9350
S 0.4271 -2.7872 0.6097
O -1.0263 2.5001 -0.5460
C 0.5629 0.8626 0.4262
H -0.0178 0.2023 0.1203
H -0.9586 0.1276 0.1166
H 0.2866 -0.0599 -0.1702
H -0.2696 0.2947 -0.0036
H 0.0942 -0.3647 0.1408
H -0.4590 -0.4548 0.3100
C -0.9816 0.5841 1.0047
S 1.2455 -3.5491 0.7999
O -0.1328 2.6200 -0.6545
C -0.2589 1.3048 -0.6071
H 0.4491 0.2562 -0.1349
H -0.3156 -0.3787 0.1591
H -0.2126 -0.1536 -0.0698
H 0.3212 0.2346 -0.0475
H -0.1878 -0.3587 -0.3214
H 0.0985 -0.6404 -0.1169
C 0.7963 0.7324 -0.8377
S 0.8981 1.9075 0.2426
O -1.8821 -2.3461 -0.3274
C 0.7635 -0.7742 -0.0601
H 0.0606 -0.0106 0.3332
H -0.3603 -0.0141 0.5787
H -0.2569 0.2230 -0.2520
H 0.4930 0.0192 0.2372
H -0.1104 -0.0896 -0.2200
H -0.4432 0.0683 0.2838
C -0.8842 0.8046 1.6616
S -1.9620 -0.4563 -1.1666
O 1.9615 1.1211 0.9452
C 0.6610 -0.6595 0.9267
H -0.0632 0.2916 0.1531
H -0.3254 -1.1502 -0.1339
H 0.5362 0.1296 -0.9730
H 0.0201 -0.3016 -0.1943
H 0.6701 0.4784 -0.3821
H -0.5846 -0.2214 -0.7674
C -0.1313 -0.5518 0.2485
Cl -0.4386 0.0672 0.2456
Cl 1.0145 0.5297 -0.2628
Cl -0.3075 -0.0322 -0.1260
Cl -0.1509 0.0876 -0.1080
C -0.7182 -0.8784 1.0504
Cl 1.2148 1.2398 -1.4766
Cl -0.2481 0.0481 -0.1701
Cl -0.1818 -0.4104 0.3901
Cl -0.0740 -0.0095 0.1671
C 0.7411 -0.0191 0.3736
Cl 0.4155 -0.1051 0.3818
Cl -0.6380 0.0671 0.1719
Cl -0.4957 -0.5296 -0.3458
Cl 0.0372 0.7077 -0.5265
C -0.5901 -0.0291 0.7920
C 1.1323 1.0799 -0.1830
C -0.6360 0.6525 0.7576
C 0.4544 -1.1630 -0.2445
C -1.3039 -0.6832 0.3866
C 0.8418 -0.3871 -0.6840
H 0.2157 -0.0134 -0.7996
H -0.4878 0.0924 0.1834
H 0.4352 -0.1796 -0.1466
H -0.0244 0.0710 -0.1937
H -0.2705 -0.2128 -0.1851
H 0.3094 -0.7913 0.2686
H -0.1544 0.0423 0.3148
H 0.4354 -0.1554 -0.1856
H -0.2303 0.6770 -0.2115
H -0.1941 0.6631 0.0357
H -0.6138 0.2409 -0.1469
H 0.1633 -0.1900 0.2192
H 0.2824 0.1804 0.3108
H 0.1961 0.1114 -0.2271
C 0.2774 -0.1309 0.0605
C 0.9207 0.4340 0.8361
C 0.9963 0.5472 0.1743
C -1.3949 -0.7378 -0.8852
C 1.2182 -0.4318 2.2197
C -0.0544 0.4362 -0.5388
H -0.7382 0.0049 -0.0236
H 0.0841 0.0920 -0.4973
H -0.0058 -0.4323 -0.2806
H -0.1058 -0.1013 -0.7210
H 0.0911 -0.2212 0.4501
H -0.3076 0.4452 -0.4912
H 0.0396 0.0170 0.4504
H -0.6152 0.3840 -0.4932
H 0.4048 -0.2584 0.3160
H -0.6351 -0.1825 0.1355
H -0.3635 0.5521 -0.5743
H 0.3186 0.1612 -0.2263
H 0.2856 -0.4407 -0.4403
H -0.4031 -0.1949 0.5220
C -0.8213 1.6498 -0.6004
C -0.3168 -1.4562 -0.9371
C 0.0812 0.7061 1.5080
C 0.3880 -0.8464 -1.4102
C 0.4823 0.3806 -0.3201
C -0.7037 0.4446 0.7563
H -0.4403 -0.2611 0.4308
H -0.1350 -0.5869 0.0264
H 0.2301 0.1562 -0.0145
H 0.2327 -0.1288 0.0343
H 0.6394 0.5357 -0.1864
H 0.1819 -0.1932 0.4426
H -0.1758 -0.2307 -0.2565
H -0.3424 0.4294 -0.0763
H -0.3973 0.3178 0.7859
H 0.5661 -0.5338 -0.1511
H 0.2970 -0.0937 -0.1777
H 0.0957 -0.3036 -0.3489
H 0.1186 0.2988 0.1585
H -0.0580 -0.3996 0.1417

The HOMO energy comes out at -8.448 eV. The value obtained for the relative energy (zero: lowest compared OMol25 entry of this formula, charge and spin) is 17.5 kcal/mol. The charge is 0.

Löwdin population analysis, charges in e, atoms 1 to 99: atom 1 (C): -0.26, atom 2 (S): 0.86, atom 3 (O): -0.58, atom 4 (C): -0.24, atom 5 (H): 0.01, atom 6 (H): 0.01, atom 7 (H): 0.05, atom 8 (H): 0.03, atom 9 (H): 0.03, atom 10 (H): 0.05, atom 11 (C): -0.23, atom 12 (S): 0.82, atom 13 (O): -0.60, atom 14 (C): -0.25, atom 15 (H): 0.01, atom 16 (H): 0.04, atom 17 (H): 0.06, atom 18 (H): 0.02, atom 19 (H): 0.06, atom 20 (H): 0.05, atom 21 (C): -0.28, atom 22 (S): 0.85, atom 23 (O): -0.57, atom 24 (C): -0.23, atom 25 (H): 0.04, atom 26 (H): 0.04, atom 27 (H): 0.04, atom 28 (H): 0.04, atom 29 (H): 0.02, atom 30 (H): 0.03, atom 31 (C): -0.26, atom 32 (S): 0.81, atom 33 (O): -0.59, atom 34 (C): -0.24, atom 35 (H): 0.03, atom 36 (H): 0.05, atom 37 (H): 0.05, atom 38 (H): 0.05, atom 39 (H): 0.04, atom 40 (H): 0.06, atom 41 (C): -1.99, atom 42 (Cl): 0.51, atom 43 (Cl): 0.51, atom 44 (Cl): 0.53, atom 45 (Cl): 0.54, atom 46 (C): -2.10, atom 47 (Cl): 0.58, atom 48 (Cl): 0.54, atom 49 (Cl): 0.51, atom 50 (Cl): 0.51, atom 51 (C): -2.05, atom 52 (Cl): 0.52, atom 53 (Cl): 0.56, atom 54 (Cl): 0.56, atom 55 (Cl): 0.56, atom 56 (C): -0.10, atom 57 (C): -0.25, atom 58 (C): -0.25, atom 59 (C): -0.21, atom 60 (C): -0.29, atom 61 (C): -0.13, atom 62 (H): 0.06, atom 63 (H): 0.03, atom 64 (H): 0.07, atom 65 (H): 0.10, atom 66 (H): 0.11, atom 67 (H): 0.11, atom 68 (H): 0.09, atom 69 (H): 0.12, atom 70 (H): 0.11, atom 71 (H): 0.08, atom 72 (H): 0.11, atom 73 (H): 0.08, atom 74 (H): 0.06, atom 75 (H): 0.08, atom 76 (C): -0.12, atom 77 (C): -0.30, atom 78 (C): -0.20, atom 79 (C): -0.20, atom 80 (C): -0.28, atom 81 (C): -0.13, atom 82 (H): 0.07, atom 83 (H): 0.07, atom 84 (H): 0.07, atom 85 (H): 0.11, atom 86 (H): 0.10, atom 87 (H): 0.10, atom 88 (H): 0.11, atom 89 (H): 0.11, atom 90 (H): 0.11, atom 91 (H): 0.07, atom 92 (H): 0.10, atom 93 (H): 0.05, atom 94 (H): 0.07, atom 95 (H): 0.07, atom 96 (C): -0.11, atom 97 (C): -0.23, atom 98 (C): -0.21, atom 99 (C): -0.20